1.
Here is C3H5NO2 in the gas phase at a distorted geometry from the OMol25 dataset. Energies are from ωB97M-V/def2-TZVPD.

XYZ file:
```
11
Properties=species:S:1:pos:R:3:forces:R:3:nbo_charge:R:1
N -1.887 -0.486 0.369 -5.2223 -1.3475 -3.4872 -0.7819
C -1.313 0.698 0.005 2.5056 -0.6971 -0.7423 0.1038
C -0.026 1.066 -0.241 -1.1948 0.5308 1.0269 -0.4603
C 1.000 0.114 -0.010 1.9328 -2.0659 -0.6394 0.7637
O 2.179 0.166 0.293 -1.9778 0.0892 -0.4313 -0.5723
O 0.362 -1.138 -0.312 2.4051 -0.3562 0.2968 -0.7718
H -1.420 -1.374 0.078 -0.0136 1.7267 0.6298 0.4260
H -2.913 -0.571 -0.296 3.5700 0.5275 3.0545 0.3655
H -1.826 1.579 -0.132 -2.6886 1.2098 0.1675 0.1957
H 0.066 2.142 -0.354 0.8354 -0.3580 0.0210 0.2333
H 1.016 -1.865 -0.244 -0.1517 0.7407 0.1037 0.4984
```
Positions in Å, forces in eV/Å.

HOMO: -9.2 eV
total energy: -322.4973 Eh
spin multiplicity: 1
Kohn-Sham gap: 9.76 eV
SMILES string: N/C=C\C(=O)O


2.
Here is a molecular structure, C36H66BF3O3PS3SiV at a distorted geometry from the OMol25 dataset. Energies are from ωB97M-V/def2-TZVPD.

XYZ file:
```
115
Properties=species:S:1:pos:R:3:forces:R:3:mulliken_spin:R:1
V -2.003 0.851 -0.957 -1.0073 1.0558 0.8893 1.1063
C -4.003 -6.003 -1.610 0.8872 -2.1336 -0.2344 0.0000
C -5.117 -5.068 -1.390 -1.9089 0.6832 -0.2997 0.0000
S -4.630 -3.487 -0.749 -0.1127 0.9736 -0.0058 -0.0006
C -3.837 -3.817 0.842 -0.6693 -0.9634 -0.8188 -0.0009
C -2.425 -4.437 0.816 -1.7379 -0.5202 0.4475 -0.0001
S -1.350 -3.459 -0.186 0.5741 0.0312 -0.6801 0.0000
C -0.455 -4.639 -1.244 -0.3017 -1.0887 1.7462 0.0001
C -1.202 -5.808 -1.885 -0.4538 0.2026 -0.6617 0.0000
S -2.782 -5.352 -2.719 1.2797 0.4477 -0.9744 0.0000
H -4.325 -6.956 -2.077 -0.2014 0.4427 0.5503 0.0000
H -3.377 -6.246 -0.761 -0.7367 -0.2187 0.4458 0.0000
H -5.938 -5.367 -0.703 0.5843 -0.6370 -0.6836 0.0000
H -5.567 -4.873 -2.409 0.1567 0.0333 1.1523 0.0000
H -4.473 -4.428 1.544 0.4184 0.9044 -0.6159 0.0000
H -3.738 -2.782 1.127 -0.0603 0.2568 0.8459 0.0004
H -2.528 -5.533 0.640 0.6973 0.9866 0.0688 0.0000
H -2.228 -4.253 1.850 1.1233 -0.5135 0.8447 0.0000
H 0.329 -5.071 -0.607 0.0766 0.0212 -0.3035 0.0000
H 0.016 -4.032 -1.969 0.4426 0.6843 -0.8922 -0.0001
H -1.399 -6.648 -1.197 0.1597 0.4339 -0.2342 0.0000
H -0.560 -6.177 -2.701 -0.1960 -0.1012 0.3947 0.0000
C -2.926 -1.278 -3.100 1.2265 0.8346 -0.7346 0.0041
O -3.234 -0.004 -2.476 0.8540 -1.1053 0.4168 0.0297
C -4.028 0.867 -3.234 0.0422 -0.7181 -0.6809 0.0112
C -4.686 1.728 -2.231 -0.0445 2.8812 -0.9474 0.0050
O -3.724 2.342 -1.342 1.2269 -1.7898 -0.4717 0.0039
C -3.954 3.700 -1.108 -0.1786 1.5736 0.7648 0.0084
H -2.098 -1.739 -2.559 -0.2866 0.1156 0.0621 -0.0029
H -2.619 -1.071 -4.138 -0.0018 -0.1198 0.2926 0.0005
H -3.773 -1.918 -3.103 -0.8292 -0.4463 0.2154 0.0003
H -4.719 0.272 -3.840 -0.4183 0.1688 0.3759 -0.0012
H -3.437 1.402 -3.982 0.2852 0.2925 0.3157 -0.0002
H -5.398 1.258 -1.620 -1.0689 -0.9552 0.6155 -0.0087
H -5.145 2.564 -2.795 -0.2148 -0.4676 0.3617 -0.0002
H -4.036 4.176 -2.084 -0.6173 0.3318 0.1013 0.0041
H -3.102 4.228 -0.635 -0.1593 -0.9580 -0.1681 -0.0050
H -4.830 3.837 -0.410 0.5779 0.0131 -1.0351 -0.0007
F -1.031 -0.579 -0.710 0.4224 -0.5726 0.2055 0.0013
F -0.873 1.810 -2.306 0.2196 0.3636 -0.1203 0.0014
B -0.353 2.200 -0.954 -0.5585 0.4865 -0.4400 -0.1116
F -0.377 3.575 -0.832 0.2202 -0.7944 -0.0675 0.0016
C -2.050 3.567 2.006 -0.1700 1.7238 -1.3936 -0.0085
Si -2.331 1.831 1.415 0.1116 -1.4175 0.5511 -0.0095
C -4.230 1.532 1.686 0.3435 1.0760 -0.6977 -0.0138
C -1.531 0.729 2.813 -0.7594 0.5320 0.2799 0.0135
C -1.783 -0.639 2.942 -0.7431 -0.5482 -0.7559 -0.0057
C -1.678 -1.323 4.128 1.0056 2.9122 1.4987 -0.0003
C -1.215 -0.619 5.286 0.3723 -1.0125 -2.6648 -0.0004
C -0.699 0.660 5.129 -1.1106 -1.0479 1.4343 -0.0004
C -1.030 1.331 3.968 1.7718 2.4124 -0.4136 -0.0003
H -2.699 4.286 1.388 1.0558 -0.8685 0.9302 0.0004
H -1.006 3.894 1.929 -0.1703 -0.0030 -0.4310 0.0016
H -2.268 3.762 3.039 -0.5993 -0.2782 0.5836 -0.0003
H -4.500 0.483 1.606 -0.1908 -0.0958 -0.0124 -0.0004
H -4.858 2.167 1.005 0.5242 -0.7778 0.4627 0.0025
H -4.439 1.903 2.688 -0.0655 -0.2228 0.2296 -0.0008
H -2.203 -1.227 2.124 0.2302 0.3133 -0.2756 -0.0017
H -1.918 -2.329 4.185 -0.5596 -1.7723 0.1705 0.0000
H -1.133 -1.188 6.164 0.2090 -0.3600 1.2785 -0.0001
H -0.225 1.084 6.028 -0.2430 0.3365 -0.7946 0.0001
H -0.720 2.425 3.990 -0.6018 -1.3273 -0.3898 -0.0005
O 0.918 1.538 -0.848 -0.9519 0.2301 -0.3531 -0.0146
P 2.391 1.393 -0.484 1.0143 1.7783 0.1520 -0.0030
C 3.388 1.369 -2.024 -1.7716 0.6560 -0.1315 -0.0031
C 4.872 1.039 -1.842 -0.2947 0.3386 0.6895 -0.0002
C 5.453 0.412 -3.075 0.6861 -1.8892 -0.0336 -0.0001
C 4.834 1.047 -4.260 -1.8821 1.4498 0.0291 0.0000
C 3.384 0.480 -4.435 -0.1048 0.5798 0.4086 0.0002
C 2.643 0.478 -3.036 1.8478 -0.9394 -0.9253 0.0002
C 2.563 -0.085 0.480 0.4411 0.0432 -0.1466 0.0017
C 2.478 -1.348 -0.365 -1.9689 -0.6764 0.4761 0.0019
C 2.981 -2.498 0.483 1.6080 -0.6922 0.8982 0.0002
C 2.927 -2.279 2.007 -0.8346 1.2261 -0.0207 -0.0002
C 1.614 -1.505 2.379 1.5422 -0.0752 -0.8119 0.0003
C 1.531 -0.147 1.605 -0.6533 -0.4235 0.0036 0.0053
C 2.856 2.923 0.452 0.4791 -1.0183 0.7645 0.0008
C 1.730 3.457 1.317 -0.6262 2.3546 0.9610 0.0019
C 2.191 3.951 2.748 -0.7014 -1.0537 -0.1757 -0.0004
C 3.573 4.607 2.841 0.1564 -0.2672 -0.8012 0.0000
C 4.673 3.891 2.010 -0.0198 0.3659 -0.1012 0.0000
C 4.085 2.690 1.334 -0.4619 -1.2856 1.2478 -0.0002
H 3.207 2.413 -2.408 0.4645 -0.6619 0.4886 -0.0003
H 5.031 0.470 -0.917 0.1941 0.0268 -0.2656 0.0001
H 5.376 1.997 -1.766 0.2484 0.1816 0.5159 0.0000
H 5.190 -0.657 -3.220 0.5533 0.1294 0.7593 0.0000
H 6.558 0.527 -3.070 -0.6516 -0.2195 0.0040 0.0000
H 5.421 0.792 -5.136 0.0249 0.9062 -0.2998 0.0000
H 4.715 2.119 -3.893 0.6102 -0.6570 -1.8286 0.0000
H 3.508 -0.530 -4.806 -0.0574 -0.5239 0.2658 0.0000
H 2.744 0.912 -5.215 0.5200 0.6299 0.2170 0.0000
H 2.800 -0.557 -2.735 -0.7574 0.2787 0.0153 0.0000
H 1.598 0.745 -3.047 -0.2867 -0.1708 -0.3373 -0.0012
H 3.589 -0.006 0.874 -0.1151 -0.0201 0.1307 -0.0001
H 2.983 -1.237 -1.332 -0.2794 -0.5792 0.7310 0.0011
H 1.365 -1.623 -0.462 1.3782 0.9941 -0.6707 -0.0008
H 4.032 -2.740 0.228 -0.4706 -0.0730 0.0056 0.0001
H 2.383 -3.371 0.346 -0.3520 -0.7609 -0.7259 0.0001
H 3.756 -1.673 2.278 0.9879 0.6139 0.4801 0.0000
H 3.051 -3.203 2.569 -0.2554 -0.1280 -0.1603 0.0000
H 1.481 -1.366 3.452 -0.0478 -0.0570 -0.1170 0.0000
H 0.880 -2.160 1.978 -1.3007 -0.3750 0.0465 -0.0001
H 1.723 0.698 2.267 -0.3900 0.0146 0.2024 0.0005
H 0.500 -0.087 1.141 1.1337 0.2848 0.6249 -0.0022
H 3.157 3.710 -0.202 -0.0719 0.3852 -1.2376 0.0001
H 0.875 2.857 1.569 -0.1023 -1.2155 -0.3207 -0.0096
H 1.209 4.279 0.788 0.6041 -0.1497 0.1524 -0.0002
H 2.202 3.018 3.333 -0.1026 0.3709 0.2541 0.0000
H 1.335 4.570 3.142 1.1462 -0.4103 -0.1918 0.0000
H 3.965 4.643 3.842 -0.3965 0.2820 0.5963 0.0000
H 3.431 5.592 2.467 0.2355 1.1366 -0.1127 0.0000
H 5.510 3.546 2.637 -0.4426 0.0107 0.0697 0.0000
H 5.192 4.490 1.260 -0.3710 0.5656 -0.0078 0.0000
H 3.693 2.105 2.198 0.6616 -0.4967 -0.7194 0.0000
H 4.907 2.202 0.839 0.0629 -0.7042 -0.3266 0.0000
```
Positions in Å, forces in eV/Å.

HOMO (alpha / beta): -10.1 / -10.1 eV
<S²>: 0.788
total energy: -4730.7667 Eh
spin multiplicity: 2
Kohn-Sham gap (alpha / beta): 8.27 / 8.51 eV
charge: +1


3.
Here is C3H3NO2 in the gas phase from the OMol25 dataset. Energies are from ωB97M-V/def2-TZVPD.

XYZ file:
```
9
Properties=species:S:1:pos:R:3:forces:R:3:nbo_charge:R:1
O 2.244 -0.861 0.492 -0.4327 0.0666 -0.1376 -0.5952
C 1.113 -0.508 0.290 0.2946 0.0766 -0.0348 0.8521
N 0.635 0.751 -0.033 0.0234 -0.2818 -0.0272 -0.6195
C -0.752 0.684 -0.212 -0.0316 -0.1449 -0.0222 -0.1115
C -1.100 -0.579 0.036 -0.1645 0.1781 -0.0654 0.0563
O 0.012 -1.327 0.352 0.1249 0.0304 0.0461 -0.4541
H 1.244 1.385 -0.520 0.0156 0.1721 0.2117 0.4227
H -1.352 1.557 -0.423 0.0907 -0.2289 -0.0814 0.2312
H -2.042 -1.102 0.017 0.0796 0.1318 0.1109 0.2181
```
Positions in Å, forces in eV/Å.

HOMO: -9.0 eV
total energy: -321.3557 Eh
spin multiplicity: 1
Kohn-Sham gap: 9.73 eV
SMILES string: O=c1[nH]cco1


4.
Here is C19H22N2O5S2 in the gas phase from the OMol25 dataset. Energies are from ωB97M-V/def2-TZVPD.

XYZ file:
```
50
Properties=species:S:1:pos:R:3:forces:R:3:nbo_charge:R:1
C 0.392 3.008 3.494 0.0574 0.1829 0.2008 -0.2499
O -0.030 1.948 2.666 -0.0760 -0.2946 -0.4532 -0.5065
C 0.313 1.971 1.347 0.0200 -0.0485 -0.1574 0.2880
C 1.019 2.987 0.721 -0.0657 -0.0850 0.2148 -0.3150
C 1.312 2.904 -0.634 0.0639 0.0152 -0.2167 -0.1192
C 0.912 1.798 -1.350 0.1336 0.1845 -0.4667 -0.3582
S 1.290 1.636 -3.094 -0.3375 -0.0381 0.1693 2.3423
O 1.508 2.954 -3.623 -0.2358 -0.0304 0.1588 -0.9400
O 2.314 0.647 -3.259 -0.1624 -0.2315 0.0244 -0.9360
N -0.129 0.998 -3.654 0.9126 0.3495 0.1989 -0.7093
C -1.230 1.885 -3.930 -0.5406 0.2081 0.0744 -0.2474
C -2.527 1.130 -3.616 0.1738 0.3354 0.0868 -0.0751
O -2.602 -0.070 -4.346 -0.1245 -0.0489 -0.1960 -0.5233
C -1.519 -0.927 -4.044 0.3361 -0.0191 -0.0271 -0.0845
C -0.186 -0.249 -4.378 -0.0173 -0.5343 -0.1067 -0.2482
C 0.213 0.769 -0.748 -0.0623 -0.1492 0.1899 -0.2357
C -0.108 0.850 0.596 0.1326 0.1673 -0.2368 0.1766
N -0.832 -0.131 1.270 0.0487 0.3227 0.3782 -0.6363
C -1.430 -1.230 0.759 -0.1841 -0.0067 0.3469 0.6744
O -1.469 -1.536 -0.414 0.0252 -0.1020 -0.2910 -0.6166
C -2.125 -2.095 1.806 0.2790 -0.1539 0.4377 -0.6334
S -1.479 -1.955 3.498 -0.2233 -0.0853 -0.0021 0.2555
C 0.196 -2.532 3.376 -0.3180 0.0640 -0.0992 -0.1789
C 0.793 -2.936 2.192 -0.0176 -0.0087 0.0250 -0.1969
C 2.111 -3.361 2.206 0.0904 -0.0377 -0.0291 -0.2044
C 2.832 -3.386 3.387 0.0762 -0.0318 -0.0374 -0.2226
C 2.229 -2.984 4.568 0.0227 0.0082 0.0322 -0.1914
C 0.916 -2.557 4.566 -0.0981 0.0276 -0.0639 -0.2349
H -0.042 3.961 3.176 0.0214 -0.0418 -0.0090 0.1814
H 1.483 3.089 3.512 -0.0384 -0.0082 -0.0238 0.1834
H 0.030 2.761 4.490 0.0520 0.0716 -0.0566 0.2052
H 1.344 3.852 1.277 0.0077 0.0666 0.0777 0.2261
H 1.846 3.692 -1.139 0.0591 0.1569 -0.0009 0.2340
H -1.120 2.767 -3.301 -0.2066 0.0883 -0.0527 0.2252
H -1.227 2.193 -4.985 0.0228 0.0242 0.1134 0.1940
H -3.400 1.719 -3.906 0.0778 0.0265 0.0785 0.1963
H -2.566 0.914 -2.537 -0.0138 0.0503 -0.0571 0.1693
H -1.662 -1.820 -4.653 0.0850 0.0150 0.0661 0.1970
H -1.545 -1.199 -2.979 0.0335 -0.0094 -0.0746 0.1885
H 0.666 -0.852 -4.067 -0.0859 -0.1523 -0.1189 0.2422
H -0.128 -0.070 -5.462 0.0234 -0.0392 0.0951 0.1865
H -0.084 -0.086 -1.329 -0.1142 -0.0691 0.0706 0.2667
H -0.903 0.017 2.274 -0.0163 -0.1818 -0.1703 0.4343
H -2.112 -3.138 1.486 0.0091 0.1456 -0.1323 0.2520
H -3.167 -1.777 1.883 0.0360 -0.0369 -0.0184 0.2619
H 0.256 -2.927 1.257 -0.0484 -0.0308 -0.0916 0.2116
H 2.571 -3.671 1.281 0.0590 -0.0302 -0.0765 0.2193
H 3.859 -3.719 3.387 0.0876 -0.0272 -0.0001 0.2171
H 2.783 -3.002 5.495 0.0489 -0.0030 0.0786 0.2167
H 0.435 -2.242 5.479 -0.0088 0.0250 0.1478 0.2183
```
Positions in Å, forces in eV/Å.

HOMO: -8.6 eV
total energy: -2019.2959 Eh
spin multiplicity: 1
Kohn-Sham gap: 9.06 eV
SMILES string: COc1ccc(S(=O)(=O)N2CCOCC2)cc1NC(=O)CSc1ccccc1